Molecular formula: Cl9HfO36
Method: DFT, ωB97M-V/def2-TZVPD

```
! RIJCOSX wB97M-V def2-TZVPD def2/J DEFGRID3
* xyz -5 1
Hf 1.495 9.085 17.827
Cl 4.224 7.052 18.805
O 3.834 6.098 17.849
O 5.572 7.591 18.341
O 3.146 8.234 18.710
O 4.244 6.407 20.180
Cl 3.871 11.660 17.908
O 3.893 12.175 16.506
O 3.818 12.813 18.709
O 2.649 10.841 18.179
O 5.085 10.921 18.162
Cl 2.808 7.022 23.186
O 2.960 7.731 21.860
O 2.454 7.997 24.334
O 1.519 6.044 23.115
O 4.024 6.148 23.436
Cl -2.488 6.996 23.875
O -2.514 8.439 23.457
O -1.436 6.173 23.138
O -2.380 6.792 25.298
O -3.869 6.483 23.405
Cl -0.968 11.719 17.793
O -1.360 11.837 16.376
O -2.200 11.193 18.550
O 0.193 10.761 18.020
O -0.504 13.048 18.360
Cl 0.371 5.599 19.267
O 0.666 7.003 18.681
O -0.902 5.104 18.696
O 1.612 4.839 18.898
O 0.244 5.640 20.798
Cl -3.607 12.909 20.331
O -4.696 13.458 21.158
O -2.263 13.609 20.519
O -3.544 11.409 20.512
O -4.048 12.816 18.854
Cl -3.786 7.560 19.929
O -4.555 7.202 21.196
O -3.686 8.999 19.752
O -2.493 6.956 20.064
O -4.443 6.948 18.746
Cl 0.067 9.540 21.085
O 0.419 10.789 21.778
O 0.955 9.121 19.910
O 0.027 8.371 22.036
O -1.328 9.580 20.453
*
```

Kohn-Sham gap ... 2.2925 eV
DFT total energy ... -6895.36770 a.u.
LUMO level ... 0.24529 Ha
HOMO level ... 4.38 eV
Relative energy (zero: lowest compared OMol25 entry of this formula, charge and spin) ... 156.4 kcal/mol